Molecular formula: C4H12N2O
Method: DFT, the ωB97M-V functional and the def2-TZVPD basis

Geometry as XYZ:
```
19
Properties=species:S:1:pos:R:3:forces:R:3:mulliken_charge:R:1
C 0.744568 1.025440 -0.805142 -0.5 -0.5 -0.3 -1.582
C 0.694295 -0.121171 0.193068 3.4 0.2 0.4 0.616
N 2.782876 -1.063065 -0.679246 -0.1 -0.2 -0.4 -0.433
C 1.764340 -1.011223 0.230702 -1.0 1.2 0.1 -0.390
O 0.332397 0.284263 1.484640 -2.4 -0.3 -0.3 -0.561
H -0.673941 0.324458 1.391349 1.7 0.1 0.7 0.379
H 3.647046 -1.494736 -0.390475 -0.2 0.0 -0.1 0.243
H 2.897417 -0.268754 -1.292200 0.0 -0.1 0.1 0.217
H 1.885664 -1.643334 1.098278 -0.1 -0.1 0.1 0.355
H 0.653652 0.652211 -1.834230 0.1 0.2 0.1 0.331
H 1.661108 1.605817 -0.705839 0.3 0.0 0.0 0.422
H -0.078221 1.710089 -0.612130 -0.1 -0.1 -0.1 0.416
C -2.171073 -0.542833 0.340314 2.2 -0.5 -1.4 -0.888
N -2.417664 0.880499 0.206221 -0.4 0.5 0.0 -0.429
H -3.025028 1.118489 -0.573126 0.1 0.0 0.4 0.194
H -2.752953 1.312822 1.057862 -0.2 0.0 -0.2 0.182
H -2.451848 -0.926071 1.325452 0.4 0.0 0.0 0.298
H -2.758251 -1.118609 -0.381392 0.3 0.0 0.0 0.342
H -0.734382 -0.724294 -0.054108 -3.6 -0.3 1.0 0.289
```
Positions in Å, forces in eV/Å.

Values from the calculation:
E_tot = -9366.93004 eV
Highest occupied orbital energy = -6.78 eV
Relative energy (zero: lowest compared OMol25 entry of this formula, charge and spin) = 98.3 kcal/mol
E_LUMO = 0.0359 Ha

Molecular formula: H2N3O2
Method: DFT, the ωB97M-V functional and the def2-TZVPD basis

Geometry as XYZ:
```
7
Properties=species:S:1:pos:R:3:forces:R:3:mulliken_charge:R:1
N 3.668743 -0.957698 -0.015077 1.6 2.6 -3.3 0.038
N 4.071540 -0.307070 -0.834586 -1.7 -2.6 3.3 -0.044
N 0.326011 -0.195036 0.943939 1.3 -0.4 0.0 0.102
O -0.227512 0.618131 1.709314 -0.7 -0.3 -0.6 -0.569
O -0.306514 -0.744629 0.013499 -0.6 0.7 0.6 -0.526
H -3.825026 0.951714 -1.212794 -0.4 0.9 -1.7 0.007
H -3.707242 0.634589 -0.604296 0.4 -0.9 1.7 -0.009
```
Positions in Å, forces in eV/Å.

Values from the calculation:
E_tot = -8596.26702 eV
Highest occupied orbital energy = -2.51 eV
Total charge = -1
Relative energy (zero: lowest compared OMol25 entry of this formula, charge and spin) = 1.2 kcal/mol
E_LUMO = 0.1813 Ha

Molecular formula: C5H12N2O
Method: DFT, the ωB97M-V functional and the def2-TZVPD basis

Geometry as XYZ:
```
20
Properties=species:S:1:pos:R:3:forces:R:3:mulliken_charge:R:1
C 1.529619 1.424180 -0.792433 0.1 -0.5 1.7 -1.075
C 2.051656 0.518802 0.101092 -0.4 1.5 -1.3 0.805
C 2.151709 -0.935026 -0.197666 -0.7 -0.5 0.4 -1.072
N 2.671983 0.984597 1.318370 0.5 -0.3 -1.3 -0.567
H 1.540455 2.469583 -0.417316 -0.1 -0.6 -0.8 0.189
H 0.972979 1.181472 -1.721818 0.6 0.0 0.9 0.308
H 1.672769 -1.590171 0.568778 0.3 0.6 -0.4 0.256
H 3.208784 -1.156577 -0.197230 0.4 -0.5 -0.2 0.353
H 1.709364 -1.166306 -1.177099 0.2 0.1 0.4 0.287
H 3.619722 0.562155 1.419949 -1.1 0.3 0.0 0.262
H 2.814569 1.980535 1.141974 0.1 -0.2 0.6 0.246
C -2.590030 0.683979 -0.083341 0.9 -1.2 -0.9 -0.547
N -2.897813 -0.676233 0.428377 -0.3 0.5 0.4 -0.144
C -2.676540 -1.845444 -0.228685 1.0 -0.6 -0.3 0.048
O -2.308907 -1.976943 -1.391345 -0.5 0.6 1.1 -0.556
H -1.454601 0.774747 -0.162533 -1.5 0.1 -0.2 0.084
H -2.955652 1.404503 0.634370 -0.1 0.1 0.1 0.314
H -3.093730 0.838824 -1.074842 0.7 -0.1 0.9 0.248
H -3.235276 -0.721687 1.391111 0.3 -0.2 -0.7 0.244
H -2.731063 -2.754991 0.440287 -0.4 0.8 -0.3 0.319
```
Positions in Å, forces in eV/Å.

Values from the calculation:
E_tot = -10406.51550 eV
SMILES = C=C(C)N.CNC=O
Highest occupied orbital energy = -8.49 eV
Relative energy (zero: lowest compared OMol25 entry of this formula, charge and spin) = 44.0 kcal/mol
E_LUMO = 0.0320 Ha

Molecular formula: C2H7N3
Method: DFT, the ωB97M-V functional and the def2-TZVPD basis

Geometry as XYZ:
```
12
Properties=species:S:1:pos:R:3:forces:R:3:mulliken_charge:R:1
H 3.257170 0.589672 0.167331 -0.6 -0.5 -0.2 0.245
N 2.608729 -0.178516 -0.076590 -1.1 1.4 0.1 -0.637
C 1.373601 0.208624 0.015097 1.0 -1.4 0.4 0.093
N 0.371836 -0.703212 -0.341425 -0.1 -0.4 0.2 -0.190
N -0.897661 -0.720976 0.355433 1.9 0.4 1.1 -0.417
C -1.764799 0.275210 -0.229262 -1.3 1.1 0.3 -0.599
H 1.022826 1.183505 0.430557 0.1 -0.7 -0.5 0.246
H 0.696128 -1.672032 -0.508724 0.0 1.1 0.2 0.269
H -0.646833 -0.543984 1.360715 -0.9 -0.1 -1.2 0.239
H -2.842206 0.119374 0.158474 1.7 0.3 -0.6 0.258
H -1.719391 0.064869 -1.321070 -0.3 0.5 0.7 0.271
H -1.459403 1.377468 -0.010535 -0.5 -1.7 -0.5 0.221
```
Positions in Å, forces in eV/Å.

Values from the calculation:
E_tot = -6656.13913 eV
SMILES = [H]/N=C/NNC
Highest occupied orbital energy = -9.24 eV
Relative energy (zero: lowest compared OMol25 entry of this formula, charge and spin) = 41.9 kcal/mol
E_LUMO = 0.0362 Ha